(1)
DFT (wB97M-V/def2-TZVPD) results for C20H12BrCuNO2S as an isolated structure.

Results
**Net charge**: -1
**Lowest unoccupied orbital energy**: 2.53 eV
**HOMO-LUMO gap**: 6.986 eV
**Electronic energy**: -152040.6905 eV
**Maximum force**: 0.52 eV Å⁻¹
**Highest occupied orbital energy**: -4.461 eV

Last column: natural (NBO) charge in e.
Element x y z (Å)
1 Br 1.53692 -4.05634 -3.69878  0.001
2 Cu 1.63288 1.84683 0.82029  0.715
3 S -2.60140 -0.13544 1.19553  0.321
4 O 3.12231 0.95823 0.07268  -0.835
5 O 4.43391 -0.59322 -0.86236  -0.694
6 N -0.05385 0.16511 1.38638  -0.506
7 C -2.40794 4.39329 1.26430  -0.247
8 C 2.35523 -1.78748 -2.17502  -0.248
9 C -1.13781 0.85417 1.32713  0.126
10 C 3.35419 -0.01259 -0.72514  0.756
11 C 0.33918 -3.50003 1.08455  -0.219
12 C 1.29398 -2.36427 -2.84739  -0.067
13 C -1.15788 2.33200 1.28758  -0.093
14 C 0.71457 -2.17791 1.23742  -0.219
15 C 2.18128 -0.55443 -1.54831  -0.058
16 C 0.95708 0.09073 -1.66029  -0.222
17 C 0.05213 -1.75489 -2.92454  -0.259
18 C -0.27730 -1.19967 1.28912  0.190
19 C -2.37767 3.01273 1.33987  -0.233
20 C -0.10267 -0.50698 -2.33447  -0.204
21 C -1.20265 5.08303 1.15150  -0.220
22 C -1.62441 -1.56923 1.18685  -0.252
23 C -2.00612 -2.90082 1.04496  -0.213
24 C -1.01005 -3.86212 0.99169  -0.225
25 C 0.08819 2.98815 1.14791  -0.400
26 C 0.00132 4.39076 1.10580  -0.259
27 H 1.10219 -4.26738 1.02437  0.213
28 H -1.06081 -0.00210 -2.39078  0.212
29 H -3.30732 2.45839 1.44961  0.197
30 H 3.32085 -2.26833 -2.10527  0.254
31 H 0.91970 4.96785 1.02204  0.196
32 H -3.35162 4.92641 1.28951  0.196
33 H 0.82979 1.07619 -1.22262  0.226
34 H -1.20937 6.16743 1.09318  0.195
35 H -0.77267 -2.24026 -3.43206  0.217
36 H -1.27984 -4.90293 0.85633  0.207
37 H -3.05190 -3.17570 0.96464  0.210
38 H 1.75754 -1.87919 1.29380  0.240

=====

(2)
DFT (wB97M-V/def2-TZVPD) results for C20H12Cl6GaO3 as an isolated structure in a non-equilibrium geometry.

Results
**Net charge**: +1
**Lowest unoccupied orbital energy**: -4.91 eV
**HOMO-LUMO gap**: 6.611 eV
**Electronic energy**: -154582.9569 eV
**Maximum force**: 1.68 eV Å⁻¹
**Highest occupied orbital energy**: -11.524 eV

Last column: Löwdin charge in e.
Element x y z (Å)
1 Ga -0.08540 -0.83344 -0.62422  0.679
2 Cl -0.93679 1.55838 7.09818  0.735
3 Cl -4.27786 2.84410 -4.92198  0.727
4 Cl -4.71412 3.87383 -2.01299  0.744
5 Cl -1.04045 -1.00346 -2.93253  0.938
6 Cl -2.44806 0.34217 -5.41807  0.738
7 Cl -3.25247 2.45724 0.37793  0.771
8 O -1.66657 0.15596 -0.44628  -0.092
9 O -0.29218 -1.54462 1.23752  0.072
10 O 0.75889 0.32185 0.79014  0.057
11 C -3.52590 2.05412 -3.60617  -0.702
12 C 1.86585 -1.83745 -3.51207  -0.073
13 C -2.70667 0.94732 -3.83920  -0.694
14 C -3.08537 1.89131 -1.22378  -0.605
15 C -0.50376 -0.39274 5.30146  -0.078
16 C -3.71718 2.51859 -2.29700  -0.686
17 C 1.92759 -2.36493 -1.04223  -0.096
18 C -0.63159 0.97787 5.51863  -0.659
19 C 2.18696 -1.45705 -2.10660  -0.326
20 C -0.50595 1.88094 4.46500  -0.076
21 C 3.38101 -1.10019 0.40445  -0.040
22 C 0.15249 -0.42082 1.61730  -0.543
23 C -2.11556 0.31790 -2.75162  -0.549
24 C -0.20169 1.41768 3.20438  0.008
25 C 2.57284 -2.19761 0.19242  -0.062
26 C -0.06766 0.04311 2.98321  -0.129
27 C -2.28348 0.76004 -1.43804  -0.417
28 C 2.94216 -0.30774 -1.83064  -0.023
29 C -0.23674 -0.86151 4.03407  0.007
30 C 3.52831 -0.13648 -0.59197  -0.023
31 H 1.05413 -2.55811 -3.56844  0.066
32 H 2.45583 -2.94826 0.96304  0.132
33 H 1.43689 -3.31150 -1.25957  0.137
34 H 3.90976 -0.98638 1.33812  0.127
35 H 4.14149 0.73224 -0.40593  0.128
36 H 2.75459 -2.31127 -3.93605  0.113
37 H -0.09431 2.10080 2.37572  0.125
38 H -0.63470 -1.07690 6.12319  0.113
39 H -0.65562 2.93349 4.64329  0.113
40 H 1.62864 -0.97711 -4.13242  0.086
41 H -0.13281 -1.91788 3.84601  0.126
42 H 3.11549 0.41653 -2.61622  0.133

=====

(3)
DFT (wB97M-V/def2-TZVPD) results for C20H12F5FeN5 as an isolated structure in a non-equilibrium geometry.

Results
**Net charge**: +1
**Relative energy (zero: lowest compared OMol25 entry of this formula, charge and spin)**: 7.3 kcal/mol
**Lowest unoccupied orbital energy (spin up / spin down)**: -4.04 / -4.79 eV
**HOMO-LUMO gap (spin up / spin down)**: 7.743 / 7.117 eV
**Electronic energy**: -76353.8147 eV
**Maximum force**: 1.70 eV Å⁻¹
**Multiplicity**: 6
**Highest occupied orbital energy (spin up / spin down)**: -11.778 / -11.912 eV

Last column: natural (NBO) charge in e.
Element x y z (Å)
1 Fe -0.55501 1.34219 -0.31933  1.649
2 F -3.43513 -0.60014 2.48867  -0.292
3 F -2.20945 1.65166 1.52871  -0.350
4 F -1.27803 -0.65461 2.72535  -0.305
5 F -2.23230 -1.85969 1.18855  -0.299
6 F -3.16237 0.43918 -0.02683  -0.324
7 N 0.56112 -0.26692 -0.21969  -0.752
8 N -0.97701 0.83265 -2.19986  -0.646
9 N -0.20382 -1.42814 -2.16331  -0.481
10 N 1.82792 0.19175 1.75336  -0.478
11 N 0.69877 2.16460 1.01649  -0.645
12 C 3.90641 -3.44174 0.19478  -0.179
13 C 1.20037 1.38535 2.00821  0.392
14 C -2.27568 -0.70266 1.84335  0.904
15 C 1.17816 1.83398 3.33753  -0.220
16 C 3.30230 -3.92370 -0.96662  -0.177
17 C -1.89012 1.72789 -2.69728  0.013
18 C 2.31650 -1.69785 0.29044  -0.111
19 C -2.98813 1.36541 -3.41598  -0.242
20 C 0.20202 3.89662 2.61479  -0.244
21 C -2.13094 0.44353 0.84705  0.330
22 C 0.59892 -1.26527 -1.17763  0.476
23 C -2.25449 -0.90648 -3.23526  -0.218
24 C -1.14172 -0.48405 -2.49173  0.393
25 C 2.18983 -3.29323 -1.51557  -0.178
26 C 0.66274 3.06355 3.64287  -0.107
27 C 3.41795 -2.31371 0.84688  -0.148
28 C -3.17975 0.00099 -3.67187  -0.106
29 C 0.24399 3.41554 1.34201  0.021
30 C 1.57293 -0.48823 0.69931  0.499
31 C 1.71906 -2.17432 -0.86065  -0.029
32 H 3.87499 -1.93668 1.75203  0.240
33 H -0.17024 4.89142 2.81104  0.249
34 H -0.06780 4.03688 0.50839  0.207
35 H -3.67459 2.11536 -3.78041  0.249
36 H 1.58253 1.17607 4.09350  0.254
37 H -4.04237 -0.33217 -4.23437  0.243
38 H -2.34372 -1.96308 -3.44372  0.255
39 H 0.63533 3.40015 4.67114  0.243
40 H 4.77278 -3.95342 0.59250  0.232
41 H -1.67238 2.77543 -2.51421  0.209
42 H 3.70996 -4.80137 -1.45035  0.232
43 H 1.71046 -3.66274 -2.41227  0.240

=====

Question: Which of these has the lowest maximum force?
Answer: C20H12BrCuNO2S

=====

Question: Look up the maximum force of the second one.
Answer: 1.68 eV Å⁻¹

=====

Question: Which value of maximum force does entry 3 give?
Answer: 1.70 eV Å⁻¹